(1)
# C36H72N8O20

12 unconnected molecules or ions with the total composition C36H72N8O20 in a non-equilibrium geometry (ωB97M-V/def2-TZVPD, the OMol25 dataset).

Bonds (Å) are listed after each position.
Geometry (Å):
1 O 12.821 11.389 19.341  C2 1.217
2 C 13.651 11.694 20.177  O1 1.217, O3 1.369, O6 1.324
3 O 14.838 11.016 20.252  C2 1.369, C4 1.418
4 C 15.499 11.408 21.444  O3 1.418, C5 1.525, H7 1.108, H8 1.081
5 C 14.802 12.733 21.738  C4 1.525, O6 1.432, H9 1.071, H10 1.089
6 O 13.527 12.643 21.092  C2 1.324, C5 1.432
7 H 15.394 10.721 22.307  C4 1.108
8 H 16.529 11.529 21.140  C4 1.081
9 H 15.211 13.592 21.247  C5 1.071
10 H 14.793 12.897 22.815  C5 1.089
11 O 6.321 12.747 18.608  C12 1.212
12 C 7.490 12.596 18.891  O11 1.212, O13 1.311, O16 1.392
13 O 8.466 13.437 18.652  C12 1.311, C14 1.435
14 C 9.712 12.781 18.927  O13 1.435, C15 1.541, H17 1.081, H18 1.077
15 C 9.321 11.661 19.910  C14 1.541, O16 1.418, H19 1.077, H20 1.071
16 O 7.959 11.471 19.564  C12 1.392, C15 1.418
17 H 10.078 12.302 18.029  C14 1.081
18 H 10.423 13.466 19.358  C14 1.077
19 H 9.391 11.931 20.950  C15 1.077
20 H 9.995 10.852 19.713  C15 1.071
21 O 8.948 10.929 16.541  C22 1.175
22 C 8.917 10.881 15.367  O21 1.175, O23 1.303, O26 1.399
23 O 8.581 9.877 14.608  C22 1.303, C24 1.412
24 C 8.443 10.295 13.266  O23 1.412, C25 1.490, H27 1.087, H28 1.096
25 C 9.228 11.558 13.186  C24 1.490, O26 1.456, H29 1.107, H30 1.078
26 O 9.187 12.001 14.573  C22 1.399, C25 1.456
27 H 8.893 9.645 12.520  C24 1.087
28 H 7.385 10.443 13.019  C24 1.096
29 H 8.757 12.288 12.500  C25 1.107
30 H 10.227 11.350 12.840  C25 1.078
31 O 16.578 15.152 15.294  C32 1.210
32 C 16.627 14.013 14.890  O31 1.210, O33 1.344, O36 1.326
33 O 15.518 13.267 14.746  C32 1.344, C34 1.474
34 C 15.908 12.044 14.022  O33 1.474, C35 1.491, H37 1.100, H38 1.082
35 C 17.378 11.980 14.267  C34 1.491, O36 1.449, H39 1.099, H40 1.087
36 O 17.738 13.324 14.670  C32 1.326, C35 1.449
37 H 15.272 11.238 14.417  C34 1.100
38 H 15.630 12.221 12.991  C34 1.082
39 H 17.992 11.682 13.406  C35 1.099
40 H 17.588 11.304 15.091  C35 1.087
41 C 7.865 8.471 18.681  N42 1.481, H46 1.073, H47 1.117, H48 1.082
42 N 8.790 8.243 19.815  C41 1.481, C43 1.369, H49 1.003
43 C 10.143 8.244 19.607  N42 1.369, C44 1.507, O45 1.228
44 C 10.548 7.738 18.246  C43 1.507, H50 1.119, H51 1.094, H52 1.104
45 O 10.934 8.661 20.449  C43 1.228
46 H 7.762 7.587 18.081  C41 1.073
47 H 8.020 9.393 18.071  C41 1.117
48 H 6.907 8.563 19.175  C41 1.082
49 H 8.628 8.724 20.681  N42 1.003
50 H 11.643 7.513 18.199  C44 1.119
51 H 10.405 8.580 17.563  C44 1.094
52 H 9.977 6.851 17.921  C44 1.104
53 C 14.944 7.876 14.298  N54 1.519, H58 1.078, H59 1.091, H60 1.107
54 N 14.959 7.636 15.798  C53 1.519, C55 1.367, H61 1.006
55 C 15.237 8.702 16.609  N54 1.367, C56 1.507, O57 1.203
56 C 15.104 8.489 18.094  C55 1.507, H62 1.126, H63 1.064, H64 1.076
57 O 15.655 9.713 16.109  C55 1.203
58 H 14.466 8.808 14.045  C53 1.078
59 H 14.341 7.064 13.888  C53 1.091
60 H 15.992 7.901 13.941  C53 1.107
61 H 14.504 6.838 16.208  N54 1.006
62 H 14.435 9.262 18.566  C56 1.126
63 H 16.073 8.547 18.530  C56 1.064
64 H 14.673 7.520 18.277  C56 1.076
65 C 6.773 14.976 15.878  N66 1.438, H70 1.090, H71 1.103, H72 1.089
66 N 7.646 15.823 15.111  C65 1.438, C67 1.365, H73 1.002
67 C 8.920 16.188 15.439  N66 1.365, C68 1.524, O69 1.235
68 C 9.654 15.552 16.613  C67 1.524, H74 1.090, H75 1.111, H76 1.086
69 O 9.505 17.010 14.727  C67 1.235
70 H 6.486 15.379 16.850  C65 1.090
71 H 7.178 13.952 15.932  C65 1.103
72 H 5.911 14.829 15.229  C65 1.089
73 H 7.182 16.438 14.470  N66 1.002
74 H 10.716 15.405 16.419  C68 1.090
75 H 9.228 14.548 16.825  C68 1.111
76 H 9.394 16.180 17.460  C68 1.086
77 C 12.945 12.549 10.006  N78 1.470, H82 1.080, H83 1.112, H84 1.070
78 N 12.606 11.447 10.918  C77 1.470, C79 1.395, H85 1.017
79 C 12.622 10.139 10.435  N78 1.395, C80 1.518, O81 1.233
80 C 12.369 9.036 11.447  C79 1.518, H86 1.089, H87 1.077, H88 1.098
81 O 12.830 9.879 9.247  C79 1.233
82 H 13.254 13.400 10.593  C77 1.080
83 H 12.025 12.767 9.420  C77 1.112
84 H 13.695 12.218 9.319  C77 1.070
85 H 12.544 11.630 11.917  N78 1.017
86 H 13.185 8.316 11.498  C80 1.089
87 H 11.504 8.502 11.090  C80 1.077
88 H 12.165 9.470 12.434  C80 1.098
89 C 9.451 14.311 8.243  N90 1.442, H94 1.104, H95 1.078, H96 1.094
90 N 9.784 14.885 9.523  C89 1.442, C91 1.335, H97 1.003
91 C 9.441 14.369 10.705  N90 1.335, C92 1.482, O93 1.220
92 C 9.854 15.147 11.897  C91 1.482, H98 1.072, H99 1.098, H100 1.095
93 O 8.912 13.270 10.724  C91 1.220
94 H 8.439 14.475 7.833  C89 1.104
95 H 9.570 13.248 8.377  C89 1.078
96 H 10.248 14.651 7.575  C89 1.094
97 H 10.181 15.806 9.497  N90 1.003
98 H 9.898 14.553 12.789  C92 1.072
99 H 9.202 15.992 12.155  C92 1.098
100 H 10.805 15.653 11.700  C92 1.095
101 C 12.233 16.034 19.576  N102 1.427, H106 1.089, H107 1.091, H108 1.097
102 N 13.498 15.550 19.127  C101 1.427, C103 1.342, H109 0.992
103 C 13.542 14.535 18.251  N102 1.342, C104 1.494, O105 1.228
104 C 14.879 13.983 17.882  C103 1.494, H110 1.085, H111 1.097, H112 1.089
105 O 12.477 14.093 17.827  C103 1.228
106 H 11.746 15.195 20.072  C101 1.089
107 H 11.548 16.223 18.749  C101 1.091
108 H 12.397 16.829 20.314  C101 1.097
109 H 14.338 15.802 19.591  N102 0.992
110 H 15.545 14.172 18.718  C104 1.085
111 H 15.182 14.505 16.966  C104 1.097
112 H 14.786 12.902 17.781  C104 1.089
113 C 12.975 17.637 14.718  N114 1.494, H118 1.040, H119 1.101, H120 1.121
114 N 13.206 18.942 15.409  C113 1.494, C115 1.390, H121 0.980
115 C 13.902 19.165 16.591  N114 1.390, C116 1.483, O117 1.244
116 C 14.837 18.145 17.125  C115 1.483, H122 1.101, H123 1.084, H124 1.100
117 O 13.744 20.288 17.101  C115 1.244
118 H 12.166 17.132 15.132  C113 1.040
119 H 13.923 17.078 14.769  C113 1.101
120 H 12.774 17.833 13.633  C113 1.121
121 H 12.588 19.668 15.180  N114 0.980
122 H 15.110 18.487 18.135  C116 1.101
123 H 15.783 18.085 16.598  C116 1.084
124 H 14.427 17.131 17.248  C116 1.100
125 C 12.439 10.432 16.353  N126 1.467, H130 1.099, H131 1.098, H132 1.096
126 N 12.408 11.858 16.006  C125 1.467, C127 1.330, H133 1.025
127 C 12.450 12.309 14.756  N126 1.330, C128 1.498, O129 1.241
128 C 12.360 13.799 14.638  C127 1.498, H134 1.104, H135 1.097, H136 1.126
129 O 12.538 11.527 13.796  C127 1.241
130 H 13.335 10.258 16.967  C125 1.099
131 H 12.628 9.836 15.451  C125 1.098
132 H 11.529 10.041 16.822  C125 1.096
133 H 12.281 12.493 16.801  N126 1.025
134 H 13.096 14.328 14.008  C128 1.104
135 H 12.476 14.231 15.640  C128 1.097
136 H 11.351 14.010 14.186  C128 1.126

Calculated values
Charge: 0
SMILES: O=C1OCCO1.O=C1OCCO1.O=C1OCCO1.O=C1OCCO1.CNC(C)=O.CNC(C)=O.CNC(C)=O.CNC(C)=O.CNC(C)=O.CNC(C)=O.CNC(C)=O.CNC(C)=O
Largest force on an atom in eV Å⁻¹: 3.63
Orbital gap in eV: 9.097

(2)
# C4H14Si3

2 unconnected molecules or ions with the total composition C4H14Si3 in a non-equilibrium geometry (ωB97M-V/def2-TZVPD, the OMol25 dataset).

Bonds (Å) are listed after each position.
Geometry (Å):
1 C -2.198 2.117 0.757  Si6 1.924, H8 1.084, H9 1.044, H10 1.043
2 C -0.030 2.107 -1.177  Si6 1.912, H11 1.067, H12 1.235, H13 1.024
3 C -0.901 -2.437 1.508  Si7 1.932, H14 1.077, H15 1.243, H16 1.057
4 C 0.049 -2.004 -1.358  Si7 1.951, H17 1.117, H18 1.154, H19 1.069
5 Si 5.142 0.100 0.403  H20 1.629, H21 1.468
6 Si -0.748 0.985 0.194  C1 1.924, C2 1.912, Si7 2.255
7 Si -1.108 -1.233 0.011  C3 1.932, C4 1.951, Si6 2.255
8 H -3.162 2.196 0.266  C1 1.084
9 H -2.507 1.623 1.623  C1 1.044
10 H -1.750 3.020 1.023  C1 1.043
11 H 0.642 1.490 -1.730  C2 1.067
12 H -0.891 2.470 -1.984  C2 1.235
13 H 0.455 2.950 -0.855  C2 1.024
14 H -0.027 -3.016 1.259  C3 1.077
15 H -0.456 -1.950 2.561  C3 1.243
16 H -1.732 -3.037 1.764  C3 1.057
17 H 0.901 -2.630 -0.997  C4 1.117
18 H -0.645 -2.505 -2.132  C4 1.154
19 H 0.413 -1.195 -1.955  C4 1.069
20 H 4.341 0.937 1.549  Si5 1.629
21 H 4.213 0.011 -0.729  Si5 1.468

Calculated values
ΔE to the lowest compared entry with this formula, charge and spin in eV: 1.942
Charge: 0
Largest force on an atom in eV Å⁻¹: 5.03
Orbital gap in eV: 6.011